Entry 1:
A structure of composition C29H30CdMgN10O12 at a distorted geometry. Source: the Open Molecules 2025 dataset; level of theory: ωB97M-V/def2-TZVPD.

Last column: Löwdin charge in e.
Positions of all 83 atoms, in Å:
Mg  2.218  -1.917  2.811  0.743
Cd  1.037  -2.544  -1.689  1.410
N  -0.021  -2.031  5.095  -0.537
O  -0.339  -3.079  5.621  0.052
O  0.995  -2.023  4.292  -0.153
O  -0.544  -0.937  5.364  -0.010
N  3.872  -2.491  0.191  -0.517
O  3.467  -1.961  1.266  -0.091
O  4.980  -2.955  0.097  0.095
O  3.066  -2.469  -0.778  -0.139
N  0.474  -0.221  0.649  -0.500
O  0.905  -0.701  1.705  -0.036
O  0.178  0.970  0.575  0.013
O  0.367  -0.954  -0.357  -0.137
N  0.504  -4.279  1.096  -0.526
O  1.235  -3.637  1.874  -0.048
O  0.484  -3.983  -0.144  -0.184
O  -0.191  -5.194  1.486  0.076
N  0.652  3.940  1.016  0.016
C  1.370  4.834  0.263  -0.142
C  1.475  5.995  0.990  -0.120
C  0.760  5.812  2.205  -0.114
C  0.270  4.525  2.188  -0.145
H  0.326  3.035  0.721  0.086
H  1.757  4.564  -0.704  0.099
H  2.010  6.888  0.710  0.086
H  0.639  6.506  3.019  0.086
H  -0.342  4.011  2.910  0.108
N  -3.749  1.252  -2.638  0.058
C  -2.985  1.222  -1.534  -0.147
C  -2.325  2.335  -1.068  -0.061
C  -2.463  3.537  -1.737  -0.065
C  -3.230  3.556  -2.886  -0.069
C  -3.842  2.378  -3.297  -0.166
H  -2.885  0.253  -1.063  0.081
H  -1.653  2.241  -0.229  0.075
H  -1.979  4.442  -1.389  0.109
H  -3.417  4.478  -3.420  0.102
H  -4.420  2.365  -4.214  0.104
N  1.654  -1.043  -3.127  -0.047
C  1.112  0.169  -3.213  -0.126
C  1.507  1.121  -4.134  -0.035
C  2.529  0.800  -5.003  -0.046
C  3.059  -0.483  -4.980  -0.042
C  2.623  -1.340  -3.995  -0.134
H  0.364  0.422  -2.468  0.095
H  1.074  2.109  -4.137  0.115
H  2.908  1.532  -5.706  0.116
H  3.824  -0.836  -5.655  0.113
H  3.059  -2.326  -3.881  0.112
N  3.210  -0.340  3.592  0.008
C  2.506  0.756  3.875  -0.098
C  3.067  1.971  4.179  -0.027
C  4.453  2.052  4.251  -0.043
C  5.205  0.926  3.946  -0.050
C  4.546  -0.234  3.618  -0.103
H  1.431  0.625  3.965  0.119
H  2.472  2.856  4.343  0.110
H  4.952  2.993  4.450  0.112
H  6.284  0.970  3.947  0.109
H  5.124  -1.125  3.400  0.123
N  -0.947  -2.923  -2.528  -0.047
C  -1.408  -4.173  -2.614  -0.135
C  -2.737  -4.476  -2.845  -0.041
C  -3.642  -3.434  -2.945  -0.048
C  -3.187  -2.129  -2.849  -0.047
C  -1.829  -1.937  -2.663  -0.137
H  -0.683  -4.955  -2.425  0.109
H  -3.058  -5.505  -2.906  0.113
H  -4.701  -3.607  -3.100  0.117
H  -3.801  -1.237  -2.851  0.090
H  -1.422  -0.935  -2.621  0.083
N  -2.305  -2.190  1.808  0.089
C  -3.177  -2.658  0.933  -0.148
C  -4.241  -1.902  0.455  -0.089
C  -4.362  -0.602  0.899  -0.107
C  -3.409  -0.080  1.766  -0.066
C  -2.407  -0.927  2.216  -0.132
H  -3.020  -3.692  0.641  0.107
H  -4.995  -2.347  -0.184  0.099
H  -5.150  0.032  0.509  0.108
H  -3.471  0.949  2.094  0.106
H  -1.669  -0.613  2.947  0.098

Summary:
* DFT total energy: -80030.005 eV
* HOMO energy: -8.3 eV

---

Entry 2:
A structure of composition C29H30N4O12P2Sn. Source: the Open Molecules 2025 dataset; level of theory: ωB97M-V/def2-TZVPD.

Last column: Löwdin charge in e.
Positions of all 78 atoms, in Å:
Sn  0.345  -0.788  1.013  1.333
N  -2.583  -1.199  5.056  0.145
C  -1.096  -1.243  4.745  -0.463
C  -0.293  -1.544  6.002  -0.082
P  -0.758  0.492  4.079  0.365
O  0.366  1.082  5.051  -0.112
O  -2.050  1.201  4.265  -0.290
O  -0.106  0.421  2.721  -0.445
P  -0.993  -2.551  3.420  0.303
O  -0.812  -3.896  4.284  -0.123
O  -2.341  -2.489  2.793  -0.302
O  0.248  -2.385  2.576  -0.453
H  -2.845  -0.190  5.111  0.119
H  -2.823  -1.722  5.894  0.159
H  -3.036  -1.618  4.215  0.116
H  -0.370  -0.738  6.732  0.085
H  0.759  -1.651  5.741  0.097
H  -0.622  -2.484  6.448  0.080
H  1.232  1.092  4.617  0.098
H  0.000  -4.369  4.058  0.091
C  -3.506  2.505  0.937  -0.020
C  -2.290  3.375  0.582  -0.572
C  -1.920  4.276  1.769  -0.028
C  -2.544  4.203  -0.683  -0.028
C  -1.162  2.469  0.334  -0.119
N  -0.314  1.706  0.216  0.167
H  -4.375  3.150  1.071  0.094
H  -3.328  1.956  1.864  0.079
H  -3.721  1.791  0.140  0.077
H  -2.753  4.949  1.974  0.092
H  -1.038  4.876  1.545  0.093
H  -1.727  3.678  2.660  0.081
H  -3.370  4.890  -0.497  0.092
H  -2.807  3.561  -1.523  0.066
H  -1.662  4.784  -0.957  0.092
O  4.434  0.135  1.950  0.097
C  3.509  0.131  1.169  -0.572
O  2.306  -0.282  1.454  -0.232
C  3.703  0.596  -0.259  -0.066
C  2.586  1.315  -0.905  -0.075
C  2.819  1.750  -2.376  -0.172
C  4.126  1.472  -2.976  0.110
C  5.016  0.767  -2.279  -0.095
C  4.831  0.311  -0.915  0.068
N  6.313  0.472  -2.929  -0.348
O  6.469  0.830  -4.079  0.080
O  7.101  -0.205  -2.301  0.089
N  2.184  3.038  -2.783  -0.318
O  1.172  3.367  -2.200  0.085
O  2.707  3.654  -3.686  0.104
H  1.994  1.992  -0.299  0.130
H  4.356  1.856  -3.958  0.134
H  5.631  -0.223  -0.425  0.131
C  1.868  0.682  -2.013  -0.085
C  1.077  -0.251  -2.392  0.090
C  0.158  -1.134  -2.706  -0.153
C  0.552  -2.545  -2.965  -0.186
C  -0.081  -3.283  -3.963  -0.033
C  0.303  -4.590  -4.215  -0.075
C  1.319  -5.176  -3.470  -0.086
C  1.950  -4.449  -2.472  -0.072
C  1.568  -3.139  -2.220  -0.026
C  -1.271  -0.735  -2.657  -0.188
C  -1.658  0.569  -2.973  -0.022
C  -2.982  0.955  -2.847  -0.091
C  -3.935  0.054  -2.389  -0.093
C  -3.556  -1.241  -2.065  -0.070
C  -2.233  -1.636  -2.206  -0.032
H  -0.874  -2.827  -4.542  0.121
H  -0.189  -5.154  -4.997  0.104
H  1.615  -6.198  -3.667  0.102
H  2.740  -4.900  -1.886  0.106
H  2.062  -2.570  -1.441  0.106
H  -0.916  1.277  -3.320  0.117
H  -3.276  1.961  -3.119  0.097
H  -4.969  0.359  -2.291  0.103
H  -4.288  -1.948  -1.697  0.106
H  -1.943  -2.645  -1.942  0.121

Summary:
* DFT total energy: -85499.361 eV
* HOMO energy: -8.3 eV

---

Entry 3:
A structure of composition C29H31As2BFeN4O2S at a distorted geometry. Source: the Open Molecules 2025 dataset; level of theory: ωB97M-V/def2-TZVPD.

Last column: Löwdin charge in e.
Positions of all 71 atoms, in Å:
Fe  -15.341  -9.274  5.713  0.222
N  -17.137  -10.934  9.404  0.080
C  -16.785  -10.536  8.167  -0.836
S  -15.285  -9.658  7.934  0.602
N  -17.592  -10.895  7.244  0.054
N  -17.313  -10.446  5.932  -0.048
C  -17.217  -11.467  4.952  -0.195
C  -18.156  -12.541  5.146  -0.202
C  -19.529  -12.362  5.334  -0.004
C  -20.448  -13.456  5.395  -0.091
C  -20.011  -14.740  5.291  -0.117
C  -18.623  -14.940  5.117  -0.078
C  -17.739  -13.867  5.011  -0.047
C  -16.347  -11.354  3.882  -0.164
C  -16.252  -12.232  2.686  -0.025
C  -15.339  -11.973  1.717  -0.103
C  -14.362  -10.930  1.915  -0.122
C  -14.528  -10.077  2.968  -0.243
N  -15.456  -10.248  3.924  -0.060
H  -16.402  -11.046  10.090  0.087
H  -18.013  -11.378  9.474  0.086
H  -19.913  -11.363  5.490  0.104
H  -21.528  -13.249  5.414  0.103
H  -20.654  -15.595  5.088  0.099
H  -18.280  -15.943  5.056  0.083
H  -16.676  -14.046  4.909  0.115
H  -16.878  -13.129  2.636  0.103
H  -15.233  -12.728  0.921  0.105
H  -13.592  -10.744  1.130  0.096
H  -13.874  -9.165  3.052  0.083
C  -11.033  -9.591  4.598  -0.266
As  -12.573  -8.967  5.683  1.132
C  -11.753  -9.155  7.478  -0.308
C  -12.278  -7.033  5.612  -0.434
C  -10.959  -6.621  5.577  -0.102
C  -10.720  -5.238  5.446  -0.097
C  -11.680  -4.323  5.375  -0.096
C  -13.017  -4.719  5.333  -0.077
C  -13.297  -6.080  5.464  -0.375
As  -15.129  -6.797  5.265  1.142
C  -15.613  -6.322  3.420  -0.259
C  -16.127  -5.399  6.149  -0.264
H  -10.116  -9.356  5.065  -0.001
H  -11.162  -9.078  3.642  0.033
H  -11.174  -10.635  4.511  0.009
H  -10.670  -8.890  7.346  0.028
H  -11.828  -10.248  7.792  0.048
H  -12.312  -8.450  8.107  0.017
H  -10.101  -7.312  5.728  0.102
H  -9.694  -4.917  5.321  0.110
H  -11.428  -3.303  5.275  0.100
H  -13.788  -4.011  5.164  0.089
H  -15.670  -5.261  3.284  0.015
H  -16.641  -6.760  3.225  0.044
H  -15.006  -6.939  2.719  0.032
H  -17.209  -5.742  6.301  0.037
H  -16.112  -4.620  5.388  0.015
H  -15.698  -5.136  7.127  0.047
O  -18.487  -8.429  6.796  0.206
B  -18.158  -9.240  5.744  -0.707
O  -18.609  -8.674  4.564  0.222
C  -19.242  -7.520  4.930  -0.211
C  -19.798  -6.574  4.112  0.016
C  -20.380  -5.447  4.712  -0.078
C  -20.263  -5.274  6.080  -0.088
C  -19.651  -6.241  6.916  -0.005
C  -19.142  -7.324  6.281  -0.222
H  -19.888  -6.777  3.080  0.112
H  -20.968  -4.757  4.151  0.096
H  -20.781  -4.406  6.500  0.105
H  -19.382  -5.988  7.981  0.148

Summary:
* DFT total energy: -208208.577 eV
* <S²>: 6.024
* HOMO energy (alpha / beta): -5.8 / -5.9 eV
* multiplicity: 5

---

- Among the records above, which one has the highest DFT total energy?
  C29H30CdMgN10O12

---

- Which of these has the lowest DFT total energy?
  C29H31As2BFeN4O2S

---

- What is the DFT total energy in the second record?
  -85499.361 eV

---

- Among the records above, which one has the highest DFT total energy?
  C29H30CdMgN10O12